(1)
The following is a quantum chemistry calculation of a cluster of 12 separate species, C34H92N2O12 in total in a non-equilibrium geometry, from OMol25.

The energy above the lowest of the compared OMol25 structures with the same formula, charge and spin is 533.3 kJ/mol. Its maximum force is 8.8 eV Å⁻¹. As for the HOMO energy: -9.52 eV. The calculation puts the gap between HOMO and LUMO at 9.71 eV. Its SMILES is NC(N)=O.CC(C)O.CC(C)O.CC(C)O.CC(C)O.CC(C)O.CC(C)O.CC(C)O.CC(C)O.CC(C)O.CC(C)O.CC(C)O.

The geometry in ORCA input format:
```
! RIJCOSX wB97M-V def2-TZVPD def2/J DEFGRID3
* xyz 0 1
N 11.513 -13.619 -17.210
C 12.590 -12.928 -17.195
N 13.614 -13.536 -17.613
O 12.592 -11.749 -16.754
H 10.728 -13.319 -16.651
H 11.388 -14.433 -17.794
H 14.477 -13.068 -17.849
H 13.664 -14.544 -17.660
C 10.077 0.236 -13.187
C 10.978 -0.920 -12.728
C 11.893 -0.420 -11.569
O 10.233 -1.953 -12.164
H 9.486 0.633 -12.362
H 9.340 -0.223 -13.847
H 10.670 0.997 -13.694
H 11.626 -1.257 -13.537
H 12.365 0.543 -11.768
H 12.670 -1.104 -11.229
H 11.378 -0.283 -10.619
H 10.618 -2.816 -12.333
C 13.482 -9.915 -22.115
C 14.008 -11.021 -22.959
C 15.540 -11.050 -23.085
O 13.692 -12.122 -22.416
H 13.883 -8.953 -22.432
H 13.615 -9.989 -21.036
H 12.400 -9.921 -22.241
H 13.541 -10.979 -23.943
H 15.999 -10.064 -23.009
H 15.847 -11.451 -24.051
H 16.023 -11.724 -22.377
H 14.424 -12.442 -21.883
C 3.291 -10.293 -16.095
C 4.774 -10.539 -15.894
C 5.427 -9.441 -15.108
O 4.852 -11.821 -15.192
H 2.986 -9.391 -16.626
H 2.935 -10.218 -15.067
H 2.929 -11.151 -16.660
H 5.289 -10.666 -16.847
H 6.499 -9.598 -14.986
H 4.980 -9.465 -14.114
H 5.202 -8.472 -15.553
H 4.184 -12.375 -15.602
C 9.164 -6.599 -19.246
C 10.500 -6.403 -18.467
C 10.806 -4.972 -17.940
O 10.438 -7.122 -17.228
H 9.240 -7.583 -19.708
H 8.956 -5.990 -20.126
H 8.359 -6.393 -18.540
H 11.330 -6.731 -19.093
H 10.146 -4.745 -17.104
H 10.673 -4.163 -18.659
H 11.815 -4.631 -17.709
H 10.838 -7.987 -17.339
C 6.490 -11.407 -22.071
C 5.830 -12.092 -23.162
C 6.289 -13.488 -23.392
O 4.409 -12.073 -23.067
H 7.571 -11.502 -22.170
H 6.122 -11.831 -21.137
H 6.290 -10.336 -22.101
H 6.178 -11.487 -23.999
H 6.076 -14.131 -22.538
H 7.353 -13.688 -23.514
H 5.723 -13.831 -24.258
H 4.002 -12.780 -22.561
C 4.699 -2.517 -16.548
C 3.520 -3.417 -17.038
C 2.412 -2.442 -17.686
O 4.075 -4.354 -18.011
H 4.276 -1.734 -15.917
H 5.246 -1.984 -17.326
H 5.345 -3.127 -15.917
H 3.001 -3.986 -16.267
H 2.144 -1.614 -17.029
H 1.577 -3.109 -17.896
H 2.871 -1.991 -18.566
H 3.332 -4.812 -18.410
C 18.493 1.793 -15.827
C 16.952 1.387 -16.054
C 16.791 -0.132 -16.132
O 16.189 1.869 -14.959
H 18.839 2.824 -15.746
H 19.099 1.452 -16.666
H 18.845 1.322 -14.910
H 16.551 1.799 -16.980
H 16.592 -0.556 -15.148
H 17.512 -0.739 -16.679
H 15.885 -0.244 -16.728
H 16.392 2.807 -14.936
C 3.533 -3.538 -25.207
C 3.894 -3.032 -23.785
C 5.351 -3.501 -23.295
O 3.939 -1.589 -23.920
H 3.714 -4.612 -25.242
H 4.213 -3.116 -25.947
H 2.497 -3.268 -25.413
H 3.063 -3.280 -23.125
H 5.345 -3.331 -22.218
H 6.156 -3.041 -23.868
H 5.365 -4.587 -23.392
H 4.410 -1.190 -23.184
C 10.735 -7.006 -9.895
C 11.312 -7.715 -11.178
C 10.514 -9.006 -11.545
O 10.965 -6.703 -12.172
H 9.756 -6.575 -10.103
H 11.475 -6.287 -9.544
H 10.648 -7.690 -9.051
H 12.363 -7.962 -11.032
H 9.457 -9.083 -11.288
H 10.957 -9.954 -11.239
H 10.478 -9.026 -12.634
H 10.739 -7.038 -13.043
C 17.989 -6.295 -15.490
C 17.434 -7.232 -16.580
C 16.558 -6.575 -17.666
O 18.574 -7.746 -17.231
H 18.634 -5.558 -15.967
H 18.519 -6.769 -14.663
H 17.258 -5.697 -14.946
H 16.889 -8.126 -16.275
H 16.426 -7.031 -18.647
H 16.768 -5.508 -17.746
H 15.492 -6.570 -17.439
H 18.784 -7.074 -17.884
C 12.583 2.253 -22.669
C 11.462 1.373 -22.266
C 11.343 1.113 -20.638
O 10.220 1.779 -22.722
H 12.220 3.258 -22.454
H 12.968 2.336 -23.685
H 13.395 2.292 -21.944
H 11.603 0.429 -22.792
H 10.561 0.366 -20.500
H 10.820 1.905 -20.103
H 12.147 0.670 -20.051
H 10.221 1.862 -23.679
*
```



(2)
The following is a quantum chemistry calculation of a cluster of 9 separate species, C34H93N7O12 in total in a non-equilibrium geometry, from OMol25.

The energy above the lowest of the compared OMol25 structures with the same formula, charge and spin is 0.0 kJ/mol. Its maximum force is 3.1 eV Å⁻¹. As for the HOMO energy: -8.91 eV. The calculation puts the gap between HOMO and LUMO at 9.10 eV. Its SMILES is COC[C@H](C)N.COC[C@H](C)N.COC[C@H](C)N.COC[C@H](C)N.COC[C@H](C)N.COC[C@H](C)N.COCCNCCOC.OCCO.OCCO.

The geometry in ORCA input format:
```
! RIJCOSX wB97M-V def2-TZVPD def2/J DEFGRID3
* xyz 0 1
C -1.621 -0.344 -2.551
O -0.345 0.125 -2.080
C 0.439 -1.068 -1.681
C -0.023 -1.940 -0.539
C 0.005 -1.303 0.828
N 0.872 -3.056 -0.465
H -1.599 -1.287 -3.098
H -1.943 0.452 -3.222
H -2.273 -0.425 -1.681
H 0.606 -1.689 -2.561
H 1.376 -0.588 -1.398
H -1.051 -2.225 -0.760
H -0.644 -0.429 0.875
H 0.994 -0.930 1.096
H -0.254 -1.944 1.671
H 1.850 -2.861 -0.626
H 0.944 -3.380 0.489
C 0.675 -2.811 8.368
O 1.872 -2.829 7.542
C 2.137 -1.507 7.005
C 3.348 -1.542 6.078
C 4.567 -2.192 6.685
N 3.677 -0.188 5.538
H 0.551 -3.716 8.963
H -0.215 -2.598 7.777
H 0.777 -1.939 9.015
H 1.416 -1.078 6.309
H 2.377 -0.944 7.908
H 3.110 -2.160 5.213
H 4.763 -1.835 7.696
H 5.484 -2.073 6.109
H 4.486 -3.279 6.691
H 4.282 0.340 6.150
H 4.145 -0.297 4.650
C -5.748 4.968 -7.317
O -5.030 5.731 -8.351
C -5.995 6.560 -9.070
C -5.217 7.736 -9.665
C -4.702 8.616 -8.495
N -6.033 8.611 -10.523
H -6.205 5.623 -6.576
H -5.073 4.312 -6.767
H -6.562 4.380 -7.741
H -6.271 5.919 -9.907
H -6.899 6.815 -8.517
H -4.327 7.383 -10.186
H -4.101 8.110 -7.740
H -5.592 8.869 -7.919
H -4.191 9.569 -8.627
H -5.383 9.274 -10.922
H -6.157 7.949 -11.276
C -0.752 6.713 -4.105
O 0.468 7.455 -3.825
C 0.087 8.869 -4.004
C 1.351 9.616 -3.654
C 1.812 9.352 -2.228
N 1.304 11.037 -3.936
H -1.059 6.798 -5.147
H -1.472 6.941 -3.319
H -0.508 5.669 -3.905
H -0.256 9.060 -5.021
H -0.706 9.161 -3.315
H 2.133 9.247 -4.317
H 2.061 8.312 -2.020
H 1.087 9.683 -1.484
H 2.720 9.903 -1.986
H 2.161 11.382 -3.528
H 0.514 11.392 -3.418
C 4.731 -9.221 1.956
O 4.432 -7.868 2.101
C 4.363 -7.355 3.467
C 3.109 -7.770 4.207
C 1.779 -7.192 3.583
N 3.001 -7.382 5.632
H 3.967 -9.804 2.470
H 5.756 -9.384 2.290
H 4.599 -9.512 0.914
H 5.250 -7.647 4.030
H 4.587 -6.290 3.394
H 3.107 -8.860 4.202
H 0.865 -7.656 3.955
H 1.738 -7.199 2.494
H 1.606 -6.133 3.772
H 3.869 -7.479 6.139
H 2.718 -6.425 5.787
C -7.081 -2.300 -0.514
O -6.348 -1.948 0.668
C -6.214 -3.067 1.520
C -5.468 -2.634 2.782
C -5.113 -3.898 3.656
N -6.312 -1.821 3.624
H -7.009 -1.497 -1.248
H -8.137 -2.414 -0.269
H -6.717 -3.202 -1.006
H -7.225 -3.341 1.822
H -5.653 -3.872 1.045
H -4.537 -2.082 2.654
H -4.525 -4.638 3.114
H -5.993 -4.431 4.016
H -4.435 -3.599 4.456
H -7.117 -2.333 3.956
H -6.776 -1.138 3.043
C 3.878 2.595 -2.124
O 5.001 1.831 -1.622
C 5.562 2.359 -0.395
C 6.530 1.194 0.146
N 5.760 0.039 0.569
C 6.681 -1.081 0.537
C 6.697 -1.780 -0.872
O 5.468 -2.327 -1.270
C 5.255 -2.478 -2.612
H 3.677 2.154 -3.100
H 4.124 3.648 -2.264
H 3.081 2.590 -1.382
H 4.738 2.378 0.318
H 5.975 3.365 -0.474
H 7.151 1.563 0.962
H 7.156 1.015 -0.728
H 5.070 0.042 -0.169
H 6.241 -1.799 1.229
H 7.614 -0.815 1.034
H 7.481 -2.537 -0.871
H 7.099 -1.121 -1.642
H 5.340 -1.503 -3.093
H 4.240 -2.859 -2.720
H 5.942 -3.226 -3.009
O -3.445 0.946 7.015
C -2.949 2.059 6.271
C -2.542 3.202 7.291
O -3.672 3.747 7.928
H -4.021 0.371 6.506
H -2.066 1.764 5.705
H -3.750 2.457 5.648
H -2.029 3.991 6.741
H -1.884 2.823 8.072
H -3.833 3.225 8.718
O -0.377 -6.546 -2.973
C -1.505 -6.432 -3.798
C -2.858 -6.523 -3.071
O -3.952 -6.055 -3.808
H -0.236 -5.754 -2.448
H -1.526 -5.565 -4.458
H -1.601 -7.167 -4.598
H -2.919 -5.975 -2.131
H -2.976 -7.538 -2.691
H -4.679 -6.364 -3.262
*
```



(3)
The following is a quantum chemistry calculation of a cluster of 9 separate species, C34H93N8O9 in total in a non-equilibrium geometry, from OMol25.

Its maximum force is 3.1 eV Å⁻¹. As for the HOMO energy: -4.68 eV. The calculation puts the gap between HOMO and LUMO at 6.97 eV.

The geometry in ORCA input format:
```
! RIJCOSX wB97M-V def2-TZVPD def2/J DEFGRID3
* xyz -1 1
C -1.256 0.522 -0.539
C 0.220 0.429 -0.908
O 1.132 0.533 0.142
H -1.485 1.536 -0.223
H -1.609 -0.239 0.118
H -1.823 0.486 -1.458
H 0.438 1.152 -1.704
H 0.354 -0.501 -1.469
C 2.963 -5.156 -1.886
C 3.753 -4.187 -2.819
C 5.212 -3.963 -2.348
O 5.452 -3.384 -1.072
C 5.166 -2.012 -1.063
N 3.879 -4.766 -4.152
H 3.509 -6.126 -1.639
H 1.972 -5.495 -2.306
H 2.670 -4.750 -0.987
H 3.076 -3.348 -2.915
H 5.747 -3.509 -3.174
H 5.567 -5.052 -2.238
H 5.767 -1.388 -1.769
H 5.475 -1.665 -0.061
H 4.102 -1.934 -1.189
H 3.006 -4.637 -4.626
H 3.969 -5.763 -4.142
C -1.281 -5.599 0.956
C -1.169 -4.293 0.176
C -1.785 -4.513 -1.195
O -1.003 -5.430 -1.907
C -1.504 -5.695 -3.158
N -1.892 -3.235 0.842
H -2.307 -5.820 1.173
H -0.730 -5.596 1.912
H -0.951 -6.386 0.272
H -0.083 -4.128 0.095
H -1.781 -3.567 -1.659
H -2.806 -4.806 -1.062
H -0.754 -6.229 -3.753
H -1.824 -4.763 -3.695
H -2.443 -6.264 -3.187
H -1.282 -2.579 1.350
H -2.378 -3.599 1.671
C 2.462 -2.676 1.117
C 2.677 -1.770 2.355
C 3.848 -0.783 2.092
O 3.972 0.121 3.240
C 5.241 0.704 3.336
N 1.511 -0.941 2.510
H 1.769 -3.413 1.516
H 3.395 -3.223 0.935
H 2.135 -2.052 0.292
H 2.938 -2.405 3.217
H 3.604 -0.211 1.260
H 4.865 -1.236 1.938
H 5.345 1.176 4.293
H 5.555 1.496 2.570
H 6.011 -0.041 3.427
H 1.715 -0.166 3.212
H 1.165 -0.471 1.656
C -0.380 7.567 -2.350
C -0.884 6.657 -3.503
C -1.953 5.750 -2.857
O -2.724 5.102 -3.897
C -3.545 4.108 -3.355
N -1.484 7.465 -4.591
H 0.552 8.063 -2.630
H -0.129 6.980 -1.465
H -1.201 8.248 -2.095
H 0.014 6.031 -3.797
H -2.563 6.367 -2.245
H -1.424 5.055 -2.281
H -4.083 3.684 -4.219
H -4.283 4.380 -2.545
H -2.966 3.339 -2.909
H -0.739 7.737 -5.209
H -2.055 6.786 -5.138
C -6.448 -1.096 2.660
C -6.449 -1.383 1.151
C -5.420 -0.497 0.396
O -5.890 -0.414 -0.926
C -4.863 -0.125 -1.916
N -6.361 -2.777 0.827
H -5.421 -1.040 3.124
H -7.018 -1.743 3.315
H -6.849 -0.099 2.823
H -7.407 -1.017 0.738
H -4.487 -1.038 0.421
H -5.231 0.452 0.813
H -5.458 -0.053 -2.869
H -4.123 -0.955 -1.884
H -4.382 0.795 -1.711
H -5.359 -3.074 1.048
H -6.336 -2.789 -0.191
C 1.293 4.569 2.376
C 0.159 3.937 1.588
C -0.951 4.942 1.354
O -1.777 4.943 2.497
C -2.983 5.554 2.297
N 0.819 3.660 0.320
H 0.918 4.844 3.329
H 1.718 5.403 1.807
H 2.260 4.002 2.496
H -0.235 3.118 2.189
H -1.569 4.594 0.472
H -0.640 5.902 1.104
H -3.513 5.013 1.526
H -2.887 6.597 1.949
H -3.583 5.534 3.207
H 0.171 3.395 -0.428
H 1.307 2.736 0.452
C 4.744 2.694 -2.692
C 3.470 1.943 -2.291
C 3.358 0.614 -3.025
O 3.067 0.788 -4.408
C 3.298 -0.411 -5.138
N 3.521 1.636 -0.894
H 4.947 2.879 -3.766
H 5.664 2.172 -2.287
H 4.671 3.662 -2.172
H 2.674 2.657 -2.569
H 2.639 -0.089 -2.466
H 4.349 0.308 -2.953
H 3.082 -0.166 -6.182
H 2.601 -1.182 -4.820
H 4.301 -0.815 -5.097
H 2.664 1.100 -0.554
H 3.616 2.534 -0.435
C -0.194 -1.259 6.759
C -1.520 -1.329 5.951
C -1.142 -2.039 4.546
O -2.205 -2.152 3.622
C -2.274 -0.904 2.860
N -2.618 -2.050 6.568
H 0.556 -0.564 6.380
H 0.320 -2.250 6.729
H -0.334 -1.016 7.816
H -1.684 -0.262 5.775
H -0.848 -3.011 4.823
H -0.263 -1.589 4.126
H -2.880 -1.064 1.946
H -1.259 -0.731 2.490
H -2.611 -0.096 3.519
H -3.021 -1.521 7.328
H -3.337 -2.091 5.874
*
```



Q: maximum force of number 3 (C34H93N8O9)?
A: 3.1 eV Å⁻¹



Q: What is the maximum force in the third record?
A: 3.1 eV Å⁻¹